Run A
{"formula": "C5H8OS2", "method": "ωB97M-V/def2-TZVPD", "smiles": "SCC1=CSCOC1", "gap_ev": 9.12, "species": ["S", "C", "C", "C", "S", "C", "O", "C", "H", "H", "H", "H", "H", "H", "H", "H"], "positions_angstrom": [[-2.930, -0.013, -0.507], [-1.749, -0.770, 0.667], [-0.324, -0.401, 0.333], [0.589, -1.325, 0.092], [2.304, -1.056, -0.248], [2.225, 0.745, -0.501], [1.328, 1.418, 0.388], [-0.025, 1.090, 0.257], [-2.285, -0.457, -1.613], [-1.813, -1.868, 0.723], [-1.983, -0.317, 1.628], [0.359, -2.348, 0.252], [1.944, 1.048, -1.516], [3.235, 1.223, -0.287], [-0.510, 1.614, 1.044], [-0.365, 1.418, -0.712]], "nbo_charge": [-0.037, -0.524, -0.062, -0.354, 0.231, -0.216, -0.522, -0.094, 0.125, 0.222, 0.226, 0.220, 0.182, 0.222, 0.202, 0.180]}

=====

Run B
{"formula": "C5H8OS2", "method": "ωB97M-V/def2-TZVPD", "smiles": "OC[C@@]12CSC[C@H]1S2", "gap_ev": 9.23, "species": ["O", "C", "C", "C", "S", "C", "C", "S", "H", "H", "H", "H", "H", "H", "H", "H"], "positions_angstrom": [[1.592, 1.442, -0.319], [0.801, 0.848, 0.641], [0.325, -0.556, 0.308], [-0.878, -0.718, 1.235], [-2.187, -0.273, -0.196], [-0.926, 0.204, -1.548], [0.137, -0.803, -0.992], [1.808, -1.333, -0.375], [2.597, 1.089, -0.320], [-0.072, 1.442, 1.017], [1.362, 0.457, 1.651], [-0.829, 0.043, 2.022], [-1.103, -1.784, 1.704], [-0.739, 1.299, -1.337], [-1.306, 0.219, -2.546], [-0.582, -1.578, -0.946]], "nbo_charge": [-0.736, -0.083, -0.186, -0.455, 0.102, -0.473, -0.340, 0.150, 0.502, 0.195, 0.159, 0.221, 0.247, 0.226, 0.242, 0.227]}

=====

Run C
{"formula": "C5H8OS2", "method": "ωB97M-V/def2-TZVPD", "smiles": "CC(=S)S[C@H]1C[C@@H]1O", "gap_ev": 8.18, "species": ["C", "C", "S", "S", "C", "C", "C", "O", "H", "H", "H", "H", "H", "H", "H", "H"], "positions_angstrom": [[1.905, 1.200, 0.242], [2.307, -0.217, -0.045], [3.921, -0.902, -0.102], [1.068, -1.463, -0.007], [-0.572, -0.729, 0.368], [-1.125, 0.536, -0.459], [-1.826, -0.647, -0.423], [-3.101, -0.828, 0.247], [2.771, 1.828, 0.054], [1.109, 1.602, -0.411], [1.760, 1.254, 1.490], [-0.722, -0.530, 1.424], [-1.744, 1.411, 0.011], [-0.769, 0.755, -1.530], [-1.568, -1.410, -1.324], [-3.412, -1.860, 0.465]], "nbo_charge": [-0.713, -0.218, -0.072, 0.370, -0.424, -0.457, 0.087, -0.729, 0.244, 0.248, 0.259, 0.235, 0.256, 0.243, 0.174, 0.497]}

=====

According to the calculations, the structures order from most to least stable as run A, run C, run B.

=====

Run A
{"formula": "H28O14", "method": "ωB97M-V/def2-TZVPD", "gap_ev": 8.79, "species": ["H", "H", "H", "H", "H", "H", "H", "H", "H", "H", "H", "H", "H", "H", "H", "H", "H", "H", "H", "H", "H", "H", "H", "H", "H", "H", "H", "H", "O", "O", "O", "O", "O", "O", "O", "O", "O", "O", "O", "O", "O", "O"], "positions_angstrom": [[-0.409, 0.721, 0.940], [-0.212, -0.484, 0.035], [-2.145, -3.111, 0.980], [-2.762, -2.097, 1.966], [0.834, 3.955, 1.282], [0.162, 5.169, 1.593], [2.312, -0.654, 3.358], [3.434, 0.292, 3.537], [2.261, 0.122, -3.354], [3.335, 1.174, -3.382], [1.830, 0.547, -1.581], [1.215, 1.886, -1.212], [-0.938, -1.250, 1.872], [-0.497, -0.338, 3.045], [-1.271, -1.420, -1.096], [-1.318, -2.016, -2.402], [-5.139, 0.912, 1.314], [-4.314, -0.343, 1.545], [2.516, -2.762, 0.416], [3.345, -1.427, 0.158], [-1.203, 2.439, -3.592], [-1.779, 1.240, -2.836], [0.827, -1.793, 1.493], [1.246, -3.235, 1.809], [-2.846, -0.923, -2.834], [-2.310, -0.622, -4.230], [1.376, 0.901, 1.018], [2.268, 1.990, 1.577], [-0.773, 0.271, 0.273], [-2.305, -2.153, 1.192], [0.995, 4.850, 1.199], [2.950, -0.198, 2.884], [2.524, 0.987, -3.770], [1.124, 1.190, -1.865], [-0.203, -0.615, 2.083], [-1.004, -1.209, -1.956], [-4.486, 0.513, 1.975], [2.990, -1.947, 0.834], [-1.012, 1.537, -3.240], [0.522, -2.658, 1.500], [-2.558, -1.320, -3.605], [1.418, 1.878, 1.076]], "nbo_charge": [0.470, 0.452, 0.500, 0.470, 0.472, 0.458, 0.469, 0.466, 0.458, 0.448, 0.419, 0.478, 0.520, 0.475, 0.452, 0.476, 0.472, 0.464, 0.478, 0.472, 0.461, 0.457, 0.498, 0.465, 0.471, 0.489, 0.490, 0.485, -0.924, -0.936, -0.931, -0.934, -0.904, -0.902, -1.010, -0.932, -0.936, -0.952, -0.915, -0.978, -0.954, -0.975]}

=====

Run B
{"formula": "H28O14", "method": "ωB97M-V/def2-TZVPD", "gap_ev": 9.18, "species": ["H", "H", "H", "H", "H", "H", "H", "H", "H", "H", "H", "H", "H", "H", "H", "H", "H", "H", "H", "H", "H", "H", "H", "H", "H", "H", "H", "H", "O", "O", "O", "O", "O", "O", "O", "O", "O", "O", "O", "O", "O", "O"], "positions_angstrom": [[0.967, -0.067, -0.049], [0.616, 1.194, -0.536], [0.171, 1.233, 2.766], [-0.450, -0.021, 3.049], [2.397, -0.509, -1.995], [3.670, 0.180, -2.528], [-1.185, 1.073, -0.622], [-0.422, -0.183, -0.957], [-2.426, 0.040, -1.171], [-1.833, -0.928, -2.144], [0.023, 0.773, -4.999], [-1.072, 1.350, -4.064], [-1.150, 3.654, 1.189], [-0.448, 2.390, 0.745], [3.475, -2.384, 2.453], [2.360, -3.380, 2.204], [5.047, 0.251, -0.536], [6.447, -0.249, -0.136], [-3.161, 1.784, 1.604], [-2.240, 0.621, 1.406], [-0.834, -3.077, 2.534], [-2.211, -2.239, 2.660], [-0.134, -1.282, 1.438], [-0.611, -2.493, 0.554], [-1.189, -2.494, -1.478], [0.156, -1.735, -1.974], [-3.684, 3.457, 0.077], [-2.744, 3.366, -1.134], [1.390, 0.669, -0.489], [-0.705, 0.824, 2.791], [3.366, -0.568, -2.081], [-1.017, 0.253, -0.341], [-2.385, -0.910, -1.263], [-0.506, 0.583, -4.195], [-0.642, 2.899, 1.453], [2.949, -2.973, 2.897], [5.854, 0.409, 0.006], [-3.063, 1.082, 0.997], [-1.329, -2.311, 3.014], [-0.330, -1.614, 0.529], [-0.233, -2.460, -1.393], [-2.882, 3.793, -0.280]], "nbo_charge": [0.482, 0.451, 0.484, 0.463, 0.487, 0.467, 0.435, 0.483, 0.482, 0.434, 0.485, 0.472, 0.489, 0.446, 0.467, 0.467, 0.488, 0.461, 0.465, 0.514, 0.475, 0.486, 0.473, 0.472, 0.491, 0.463, 0.481, 0.469, -0.942, -0.936, -0.955, -0.912, -0.929, -0.956, -0.937, -0.933, -0.951, -0.988, -0.956, -0.952, -0.938, -0.947]}

=====

According to the calculations, the structures order from most to least stable as run A, run B.

=====

Run A
{"formula": "C4H13N2O2", "method": "ωB97M-V/def2-TZVPD", "charge": 1, "gap_ev": 11.54, "species": ["O", "C", "N", "C", "N", "C", "C", "H", "H", "H", "H", "H", "H", "H", "H", "H", "H", "H", "H", "H", "O"], "positions_angstrom": [[-1.905, 0.280, -0.724], [-0.926, 0.226, -1.445], [-0.939, -0.376, -2.644], [0.411, 0.757, -0.923], [0.413, 0.503, 0.515], [0.520, -0.981, 0.925], [1.866, -1.556, 0.579], [-0.187, -0.437, -3.307], [-1.801, -0.805, -2.941], [1.232, 0.333, -1.474], [0.444, 1.828, -1.131], [-0.463, 0.840, 0.946], [1.205, 0.884, 1.026], [-0.301, -1.457, 0.441], [0.200, -0.990, 1.966], [1.854, -2.608, 0.299], [2.596, -1.435, 1.381], [2.284, -1.077, -0.310], [-2.578, 1.461, 2.631], [-2.130, 2.730, 1.938], [-1.793, 1.878, 2.252]], "nbo_charge": [-0.602, 0.649, -0.792, -0.332, -0.516, -0.217, -0.659, 0.412, 0.426, 0.236, 0.260, 0.499, 0.436, 0.231, 0.237, 0.262, 0.240, 0.216, 0.493, 0.490, -0.968]}

=====

Run B
{"formula": "C4H13N2O2", "method": "ωB97M-V/def2-TZVPD", "charge": 1, "gap_ev": 5.83, "species": ["N", "C", "C", "C", "O", "C", "N", "H", "H", "H", "H", "H", "H", "H", "H", "H", "H", "H", "H", "H", "O"], "positions_angstrom": [[0.688, -0.704, 1.289], [0.901, 0.465, 0.453], [-0.191, 1.343, 0.119], [-1.337, 1.101, -0.790], [-2.521, 0.697, -0.026], [1.656, 0.042, -0.888], [2.871, -0.501, -0.425], [-2.381, 1.113, 0.838], [-0.162, -1.247, 1.115], [0.942, -0.603, 2.258], [1.658, 1.067, 0.957], [-1.090, 0.250, -1.427], [-0.085, 2.367, 0.485], [-1.630, 1.940, -1.413], [1.869, 0.972, -1.427], [1.063, -0.651, -1.491], [2.700, -1.312, 0.154], [3.559, -0.726, -1.130], [-1.774, -2.616, -0.224], [-2.153, -1.118, -0.124], [-1.621, -1.788, 0.239]], "nbo_charge": [-0.816, -0.216, 0.405, -0.220, -0.642, -0.187, -0.796, 0.485, 0.430, 0.401, 0.250, 0.223, 0.220, 0.240, 0.210, 0.200, 0.391, 0.402, 0.499, 0.489, -0.969]}

=====

Run C
{"formula": "C4H13N2O2", "method": "ωB97M-V/def2-TZVPD", "charge": 1, "gap_ev": 10.58, "species": ["N", "C", "C", "N", "C", "C", "O", "H", "H", "H", "H", "H", "H", "H", "H", "H", "H", "H", "H", "H", "O"], "positions_angstrom": [[-1.137, -0.882, 1.763], [-0.151, -0.930, 0.630], [-0.731, -0.067, -0.475], [-0.129, 0.052, -1.725], [1.243, -0.344, -2.186], [2.262, 0.429, -1.448], [-1.738, 0.518, -0.106], [-1.056, -1.772, 2.373], [-2.139, -0.909, 1.364], [-1.123, -0.096, 2.330], [0.878, -0.684, 0.939], [-0.079, -2.037, 0.348], [-0.733, 0.612, -2.329], [1.442, -1.411, -1.850], [1.353, -0.352, -3.291], [2.170, 1.547, -1.516], [3.177, 0.157, -1.968], [2.419, 0.324, -0.355], [-1.778, 1.815, 1.736], [-2.117, 2.395, 3.138], [-2.034, 1.634, 2.627]], "nbo_charge": [-0.683, -0.337, 0.661, -0.598, -0.225, -0.639, -0.647, 0.446, 0.479, 0.463, 0.263, 0.250, 0.428, 0.201, 0.252, 0.226, 0.238, 0.208, 0.493, 0.499, -0.977]}

=====

According to the calculations, the structures order from most to least stable as run A, run C, run B.

=====

Run A
{"formula": "C6H5N", "method": "ωB97M-V/def2-TZVPD", "gap_ev": 9.98, "species": ["C", "C", "C", "N", "C", "C", "C", "H", "H", "H", "H", "H"], "positions_angstrom": [[-1.319, 0.449, 0.852], [-1.877, 1.599, 0.704], [-0.982, 0.258, -0.638], [0.115, 0.918, -1.328], [0.322, -0.450, -0.880], [1.190, -0.730, 0.240], [1.910, -0.960, 1.178], [-1.035, -0.312, 1.564], [-1.813, 0.018, -1.289], [0.591, 1.580, -0.719], [0.323, -1.197, -1.669], [2.576, -1.172, 1.986]], "nbo_charge": [-0.574, 0.211, -0.073, -0.533, -0.144, -0.035, -0.215, 0.286, 0.225, 0.372, 0.233, 0.245]}

=====

Run B
{"formula": "C6H5N", "method": "ωB97M-V/def2-TZVPD", "gap_ev": 7.95, "species": ["C", "C", "C", "C", "C", "C", "N", "H", "H", "H", "H", "H"], "positions_angstrom": [[0.662, 1.278, 0.129], [-0.671, 1.082, 0.211], [2.528, -0.595, 0.047], [1.302, 0.037, 0.118], [1.378, -1.396, 0.356], [-1.080, -0.168, 0.511], [-1.496, -1.262, -0.009], [1.251, 2.093, 0.105], [-1.276, 1.939, 0.420], [3.545, -0.520, 0.023], [-1.643, -1.356, -1.115], [-1.188, -2.169, 0.370]], "mulliken_charge": [-0.721, -0.121, -0.347, 0.358, -0.643, -0.101, -0.324, 0.516, 0.330, 0.426, 0.256, 0.372]}

=====

According to the calculations, the structures order from most to least stable as run A, run B.

=====

Run A
{"formula": "C3H2N4O", "method": "ωB97M-V/def2-TZVPD", "smiles": "O=c1cnnnnc1", "gap_ev": 8.39, "species": ["O", "C", "C", "N", "N", "N", "N", "C", "H", "H"], "positions_angstrom": [[-2.127, -0.454, -0.166], [-0.927, -0.123, -0.013], [0.145, -1.293, 0.113], [1.335, -1.583, -0.103], [1.790, -0.151, -0.509], [1.383, 0.580, 0.377], [0.807, 1.672, -0.015], [-0.473, 1.373, -0.048], [-0.511, -2.021, 0.768], [-1.423, 2.001, -0.405]], "nbo_charge": [-0.466, 0.448, -0.009, -0.191, -0.039, -0.037, -0.150, -0.025, 0.218, 0.250]}

=====

Run B
{"formula": "C3H2N4O", "method": "ωB97M-V/def2-TZVPD", "smiles": "O=c1nnccnn1", "gap_ev": 8.28, "species": ["O", "C", "N", "N", "C", "C", "N", "N", "H", "H"], "positions_angstrom": [[-2.113, -0.133, 0.739], [-1.098, 0.065, 0.032], [-0.639, -0.920, -0.671], [0.494, -1.370, -0.406], [1.448, -0.870, 0.415], [1.550, 0.545, 0.442], [0.751, 1.365, -0.269], [-0.532, 1.349, -0.441], [2.491, -1.511, 0.551], [2.498, 1.166, 0.718]], "nbo_charge": [-0.494, 0.641, -0.143, -0.126, -0.062, -0.060, -0.143, -0.111, 0.255, 0.244]}

=====

According to the calculations, the structures order from most to least stable as run B, run A.